Below is a structure of composition C25H35FGaN5OS, with properties calculated with ωB97M-V with the def2-TZVPD basis set.

Geometry as XYZ:
```
69
Properties=species:S:1:pos:R:3:forces:R:3
Ga 0.06429 -0.75987 -0.91244 0.06 -0.01 -0.03
C -1.40811 1.54640 -3.38856 -0.03 0.00 0.06
C -2.10645 2.59751 -2.52017 0.00 0.01 -0.03
C -1.25263 3.86312 -2.41450 0.00 0.02 -0.02
C -2.60805 2.09928 -1.17322 -0.03 -0.01 -0.02
C -3.90679 2.45877 -0.82189 -0.03 0.01 0.02
C -4.47936 2.05303 0.36970 0.02 0.00 -0.01
C -3.75582 1.26464 1.24650 0.04 0.03 0.01
C -2.44958 0.89577 0.94947 -0.03 -0.04 0.01
C -1.68280 -0.02332 1.88181 0.05 0.02 -0.03
C -1.96465 -1.47918 1.49004 0.05 0.06 0.08
C -1.99154 0.19774 3.36117 0.00 -0.04 -0.01
C -1.88444 1.31909 -0.26202 0.02 -0.02 0.00
N -0.53403 0.92755 -0.56552 0.10 -0.01 -0.02
C 0.53084 1.79363 -0.30677 0.06 0.06 0.06
C 0.47220 2.96647 0.44538 -0.01 -0.01 -0.01
C 1.60796 3.74947 0.59806 0.02 0.01 0.00
C 2.82447 3.39389 0.02721 0.00 -0.01 0.00
C 2.92382 2.22195 -0.71575 -0.05 0.05 0.06
C 1.77705 1.48925 -0.83705 -0.04 -0.18 -0.06
F 1.81792 0.25115 -1.56677 -0.14 0.10 0.01
H -1.40252 1.87810 -4.42768 -0.01 0.02 -0.04
H -1.93815 0.58813 -3.33315 0.02 0.01 -0.01
H -0.36856 1.42364 -3.06831 -0.01 0.01 0.00
H -3.01329 2.87814 -3.06091 0.02 -0.02 0.00
H -0.27869 3.66120 -1.96749 -0.02 0.00 -0.02
H -1.75186 4.62256 -1.81291 0.00 0.00 0.00
H -1.08333 4.28096 -3.40742 0.01 0.02 -0.02
H -4.48501 3.06270 -1.51003 0.00 0.01 -0.01
H -5.49319 2.34315 0.60872 -0.01 0.00 0.01
H -4.21323 0.94186 2.17120 -0.01 0.00 0.02
H -0.61472 0.17991 1.74439 -0.03 0.02 0.02
H -3.02299 -1.70791 1.61729 -0.02 0.00 -0.04
H -1.39420 -2.18535 2.09767 0.02 -0.02 -0.01
H -1.74486 -1.68448 0.42881 -0.05 -0.03 -0.01
H -3.01039 -0.09271 3.61385 -0.02 -0.01 0.01
H -1.85739 1.24242 3.63955 0.00 0.00 0.00
H -1.32728 -0.40768 3.98134 0.01 -0.01 0.00
H -0.47372 3.26762 0.87756 0.01 0.00 0.00
H 1.53927 4.66253 1.17324 0.00 0.00 0.01
H 3.69586 4.01801 0.15923 0.01 0.02 -0.01
H 3.84841 1.89933 -1.17283 0.00 -0.01 -0.01
N 1.18846 -1.56954 0.43352 0.03 -0.08 0.05
C 1.40080 -1.88906 1.53564 -0.04 0.02 -0.07
N 1.68118 -2.24745 2.72733 -0.04 0.04 0.04
C 2.16170 -1.25978 3.73415 0.03 0.00 0.00
C 3.25271 -1.92373 4.55763 0.02 0.03 0.01
O 2.78427 -3.13500 5.10643 0.00 0.01 0.01
C 2.49778 -4.08120 4.10202 0.00 -0.03 -0.02
C 1.33967 -3.60135 3.24276 0.00 -0.02 0.01
H 1.31349 -0.99019 4.36515 0.00 0.00 0.00
H 2.52838 -0.37719 3.21178 -0.01 -0.01 0.01
H 3.52561 -1.27472 5.38765 0.00 0.00 -0.01
H 4.14134 -2.09977 3.93911 -0.01 0.00 0.00
H 2.22335 -5.01010 4.59840 0.00 0.01 -0.01
H 3.38306 -4.26064 3.47946 -0.01 -0.01 0.00
H 0.43246 -3.50856 3.84244 0.01 -0.01 0.00
H 1.15732 -4.26369 2.39820 0.01 0.00 0.01
C 1.90249 -3.15650 -5.36586 0.01 0.00 -0.01
N 1.11792 -3.12938 -4.13225 -0.06 0.02 -0.01
C 0.41223 -2.09747 -3.73176 -0.03 0.00 -0.02
N 0.42695 -0.95601 -4.39292 0.07 -0.05 0.04
S -0.65196 -2.33853 -2.34352 0.04 0.01 0.01
H 2.36012 -4.13577 -5.45811 0.00 0.00 0.00
H 2.69385 -2.40719 -5.33128 0.01 -0.01 0.00
H 1.25848 -2.98839 -6.22981 0.00 0.01 0.00
H 1.05302 -3.96809 -3.57591 0.02 0.00 0.02
H 1.00403 -0.82526 -5.21085 0.00 -0.01 -0.01
H -0.19320 -0.20391 -4.12618 -0.03 0.01 0.00
```
Forces are in eV/Å.

Summary:
Total charge   +2
Energy above the lowest of the compared OMol25 structures with the same formula, charge and spin   0.008 eV

Atomic partial charges in e from the natural (NBO) method, atoms 1 to 5: 1.690, -0.628, -0.238, -0.601, 0.000


Below is a structure of composition C10H17F2HfN3O4 in a non-equilibrium geometry, with properties calculated with ωB97M-V with the def2-TZVPD basis set.

Geometry as XYZ:
```
37
Properties=species:S:1:pos:R:3:forces:R:3
C -2.96169 -1.16499 -1.49231 -0.33 0.22 0.22
C -2.17625 -0.22748 -2.35966 1.45 -1.99 -0.19
C -0.90652 0.28110 -1.89862 -3.24 3.13 -0.87
C 0.31996 -0.96327 -1.60428 2.76 -3.87 1.24
C 0.09142 -2.13118 -2.53847 -1.19 0.28 -0.20
O 0.17408 -1.36963 -0.33991 -0.84 1.12 0.04
C 1.11292 -0.95985 0.72640 0.34 0.25 0.61
O 2.08210 -1.58832 0.82812 0.96 -0.20 -0.39
N 0.67145 0.03177 1.65040 -0.86 -0.28 -1.34
C 1.27628 1.36037 1.55800 1.45 -0.54 0.71
C 2.79483 1.36393 1.15070 -1.06 1.15 0.10
N 3.27623 2.74784 1.45123 -0.27 -2.52 0.36
N -0.77055 0.02631 1.52971 -0.63 0.03 -0.08
C -1.37973 1.13518 2.29488 -0.12 0.45 -0.27
O -1.47153 1.16081 3.45429 0.02 -0.06 0.39
F -1.74337 2.09232 1.46826 0.10 -0.18 -0.14
C -1.25719 -1.25158 2.11672 0.06 -0.21 0.42
O -0.67954 -1.82071 2.95390 0.14 -0.28 -0.10
F -2.36083 -1.62505 1.51642 0.19 0.49 0.27
H -3.94770 -0.77928 -1.20030 -0.30 -0.28 0.01
H -2.45807 -1.37268 -0.55233 0.14 0.22 0.14
H -3.14624 -2.08420 -2.05623 -0.32 -0.01 -0.29
H -2.82183 0.72437 -2.42685 0.16 0.32 0.15
H -2.10090 -0.57502 -3.38721 -0.43 0.38 -0.42
H -1.02718 0.78864 -0.93787 0.73 -0.58 0.66
H -0.44930 0.93512 -2.64121 0.82 -0.39 -0.26
H 1.32980 -0.56687 -1.75627 -0.39 1.51 -0.19
H 1.09113 -2.51826 -2.78392 0.42 0.16 0.14
H -0.45492 -2.92478 -2.04231 -0.21 -0.16 0.02
H -0.38603 -1.85232 -3.46526 0.08 -0.06 -0.38
H 1.19466 1.81524 2.59779 -0.52 0.10 -0.18
H 0.76900 2.07031 0.91082 -0.26 0.19 -0.04
H 2.88807 1.14512 0.09492 0.51 -0.80 -0.06
H 3.45685 0.61638 1.72034 0.04 -0.58 -0.80
H 4.20386 2.80785 1.02403 0.20 0.58 0.31
H 2.65188 3.32494 0.89224 0.14 1.00 0.60
Hf 3.11484 1.34787 3.54385 0.28 1.36 -0.21
```
Forces are in eV/Å.

Summary:
DFT total energy   -1102.01947 a.u.
Total charge   +4

Atomic partial charges in e from the natural (NBO) method, atoms 1 to 5: -0.612, -0.456, -0.222, 0.254, -0.638


Below is the ion C4H7O2 with charge -1 in a non-equilibrium geometry, with properties calculated with ωB97M-V with the def2-TZVPD basis set.

Geometry as XYZ:
```
13
Properties=species:S:1:pos:R:3:forces:R:3
C 1.59225 -0.24815 0.32369 -0.35 0.32 -0.29
C 0.14226 -0.10751 0.82984 0.97 -0.22 0.41
C -0.85571 -0.42524 -0.26856 -1.05 0.28 -0.02
C -1.37229 0.88446 -0.98925 0.20 -0.84 -0.05
O -1.09562 0.99977 -2.20099 0.07 0.12 -0.10
O -2.04450 1.62788 -0.25007 -0.04 0.39 0.15
H 1.70710 -1.22777 -0.13083 0.12 -0.20 -0.15
H 1.78057 0.50237 -0.45299 0.06 -0.15 0.06
H 2.36241 -0.15811 1.09191 -0.11 0.15 0.17
H 0.06940 -0.73641 1.72996 -0.32 -0.12 -0.23
H -0.02440 0.90940 1.17702 -0.13 0.14 0.03
H -0.48188 -1.14877 -0.98616 0.38 0.01 -0.20
H -1.77959 -0.87192 0.12645 0.21 0.10 0.23
```
Forces are in eV/Å.

Summary:
Structure (SMILES)   CCCC(=O)[O-]
Total charge   -1
Energy above the lowest of the compared OMol25 structures with the same formula, charge and spin   0.118 eV

Atomic partial charges in e from the natural (NBO) method, atoms 1 to 5: -0.602, -0.393, -0.528, 0.768, -0.788


Below is a structure of composition C9H13Br3O4 in a non-equilibrium geometry, with properties calculated with ωB97M-V with the def2-TZVPD basis set.

Geometry as XYZ:
```
29
Properties=species:S:1:pos:R:3:forces:R:3
O 0.46639 -2.38896 -0.60050 -0.34 0.08 0.07
C 1.38238 -3.00684 -0.13857 0.73 0.45 -0.92
O 1.30695 -3.72380 0.97522 -0.48 -0.36 0.41
C 2.51860 -4.44337 1.24258 0.44 0.46 -0.06
C 3.37203 -4.33751 -0.03727 -0.31 -0.53 -0.33
C 2.79369 -3.08622 -0.70641 0.36 0.08 0.80
H 2.23223 -5.45290 1.52506 0.13 -0.01 -0.02
H 3.01663 -3.94098 2.07605 -0.09 -0.16 0.06
H 3.24245 -5.23910 -0.64002 -0.11 0.12 -0.09
H 4.43480 -4.26377 0.17790 -0.01 0.09 0.09
H 2.80889 -2.97221 -1.78402 -0.04 -0.39 -0.09
H 3.36986 -2.24523 -0.30554 -0.32 0.24 -0.05
O -2.27857 2.45170 3.38183 -0.16 0.28 -0.46
C -2.29093 3.20033 2.44133 0.30 -0.83 0.22
O -2.09816 4.51512 2.58564 -0.28 0.94 0.26
C -2.09289 5.23633 1.34382 0.68 -1.28 -0.51
C -2.04408 4.13003 0.23595 0.47 0.29 0.13
C -2.44864 2.86417 0.97179 -1.28 0.08 0.32
H -1.15883 5.78691 1.33525 -0.11 0.39 -0.02
H -2.94399 5.90146 1.25155 -0.18 -0.01 0.25
H -1.02559 4.07226 -0.14753 -0.05 -0.05 -0.10
H -2.71925 4.35823 -0.58428 0.09 0.02 -0.08
H -2.03286 1.88032 0.77216 0.52 0.28 -0.26
H -3.52390 2.73343 0.79486 0.00 -0.13 0.27
C -0.79089 -0.54727 -3.13205 -0.23 0.99 -0.68
Br -2.14812 -1.28193 -4.31379 0.31 0.05 0.38
Br -1.56110 0.82637 -1.97185 0.21 -0.49 -0.24
Br 0.61626 0.30970 -4.25003 -0.51 -0.67 0.73
H -0.40336 -1.33630 -2.49915 0.27 0.08 -0.07
```
Forces are in eV/Å.

Summary:
Energy above the lowest of the compared OMol25 structures with the same formula, charge and spin   0.275 eV

Atomic partial charges in e from the natural (NBO) method, atoms 1 to 5: -0.596, 0.803, -0.476, -0.068, -0.430


Below is a cluster of 3 separate species, C4H13NO2 in total in a non-equilibrium geometry, with properties calculated with ωB97M-V with the def2-TZVPD basis set.

Geometry as XYZ:
```
20
Properties=species:S:1:pos:R:3:forces:R:3
C 1.94200 1.06239 0.65091 0.12 -0.26 -1.34
C 0.48645 1.44394 0.51848 -0.46 -1.33 0.18
C 0.03378 2.79102 0.01841 -0.45 -0.59 0.32
C -0.41555 0.46270 0.77373 0.82 1.61 0.15
N -0.03442 -0.77097 1.21799 0.08 -0.63 -0.18
H 2.24849 0.22221 -0.02895 -0.66 -0.15 0.93
H 2.56072 1.77479 0.15208 0.48 1.24 0.23
H 2.29486 0.90405 1.66638 0.07 -0.12 0.10
H -0.31464 3.44040 0.81960 -0.02 0.03 0.28
H 0.83560 3.35428 -0.45668 -0.24 -0.19 -0.58
H -0.85395 2.55337 -0.59100 0.49 0.82 -0.31
H -1.47745 0.61940 0.65746 -0.15 0.04 0.01
H -0.61812 -1.29386 1.84310 0.08 -0.05 -0.03
H 0.95757 -0.92525 1.25431 -0.14 -0.24 0.36
O -1.27178 -0.91097 -2.06469 1.10 -0.32 0.66
H -1.15625 -0.08586 -2.53438 -0.62 0.04 -0.19
H -2.13478 -1.30004 -2.14679 -0.55 0.34 -0.56
O -0.46129 -3.28664 -0.42219 -0.81 -1.54 0.33
H 0.39100 -2.93411 -0.66863 -0.40 0.94 -0.06
H -1.17730 -2.64427 -0.32094 1.25 0.37 -0.29
```
Forces are in eV/Å.

Summary:
Structure (SMILES)   CC(C)=CN.O.O
Energy above the lowest of the compared OMol25 structures with the same formula, charge and spin   1.377 eV

Atomic partial charges in e from the natural (NBO) method, atoms 1 to 5: -0.666, -0.118, -0.626, 0.015, -0.832


Below is a cluster of 6 separate species, C15H38Cl2N2O5 in total in a non-equilibrium geometry, with properties calculated with ωB97M-V with the def2-TZVPD basis set.

Geometry as XYZ:
```
62
Properties=species:S:1:pos:R:3:forces:R:3
C 19.15254 -26.28192 -7.18010 -1.74 0.00 0.46
C 18.24763 -25.82612 -6.02852 1.56 -0.21 0.03
N 17.78638 -24.55065 -6.07807 -0.64 -0.54 0.98
O 18.08912 -26.52741 -5.04056 -0.40 0.28 -0.52
H 19.09990 -27.36470 -7.10147 0.69 -0.01 -0.18
H 20.12665 -25.82833 -7.03027 0.20 -0.26 -0.16
H 18.69539 -25.98719 -8.12603 0.33 0.12 -0.11
H 17.37519 -24.32164 -5.18022 -0.10 0.68 -0.38
H 18.05261 -23.85163 -6.74180 0.07 0.00 -0.11
C 21.40243 -17.25080 -9.57645 1.45 0.86 0.35
C 19.99859 -16.90120 -9.14257 0.57 -0.17 0.13
N 19.58025 -15.67252 -9.54859 0.04 -0.39 0.03
O 19.34790 -17.62456 -8.41178 -0.20 0.08 0.26
H 22.06065 -16.37384 -9.48964 -0.53 0.33 -0.39
H 21.52078 -17.59157 -10.60245 -0.28 -0.33 0.06
H 21.95237 -17.86513 -8.86080 -0.77 -0.79 -0.20
H 18.70806 -15.32826 -9.18403 -0.19 -0.09 -0.33
H 19.92023 -15.37632 -10.44617 -0.04 0.49 0.12
C 18.36567 -20.34872 -6.94618 0.12 -0.77 -0.73
C 19.62129 -20.11874 -6.09423 -0.20 0.59 0.05
C 20.10149 -21.37783 -5.36564 -0.98 0.91 -0.43
O 20.69462 -19.60789 -6.89124 -0.21 -0.05 -0.11
H 18.59764 -20.63007 -7.98196 0.57 -0.23 0.19
H 17.72710 -19.48855 -7.13848 -0.07 0.15 0.74
H 17.81550 -21.20881 -6.55209 -0.37 0.35 0.17
H 19.37598 -19.33683 -5.35898 0.02 -0.22 0.13
H 21.01221 -21.14374 -4.82068 0.26 -0.40 -0.24
H 20.14252 -22.16825 -6.11560 0.60 -0.22 0.25
H 19.33902 -21.64900 -4.63385 0.03 -0.12 -0.01
H 20.27047 -18.93862 -7.46700 0.35 -0.07 0.07
C 25.82762 -20.19946 -5.51730 -0.69 0.04 -0.07
C 24.42442 -20.55461 -6.02388 0.44 0.34 0.89
C 24.05610 -22.00398 -5.69943 -0.99 0.48 -1.04
O 23.53402 -19.66621 -5.34038 -0.13 -0.04 0.00
H 26.59702 -20.68962 -6.11095 0.08 0.01 0.06
H 25.89908 -20.50287 -4.47230 0.15 -0.06 -0.01
H 25.93334 -19.11554 -5.54784 0.21 -0.02 -0.14
H 24.34883 -20.30274 -7.08569 0.09 -0.49 -0.16
H 22.99556 -22.10506 -5.95796 0.03 -0.17 0.00
H 24.11663 -22.22857 -4.63758 0.44 0.02 0.01
H 24.57939 -22.70852 -6.34606 0.29 -0.11 0.32
H 22.69577 -19.65496 -5.82318 -0.09 0.03 0.03
C 14.28393 -23.43658 -8.72675 -0.83 -0.12 -0.31
C 13.91425 -22.52520 -7.55665 -0.17 -0.10 -0.16
C 14.49010 -21.14620 -7.81947 -1.07 0.28 -0.20
O 12.49370 -22.42891 -7.43704 -0.11 0.46 -0.21
H 13.96352 -22.98437 -9.67225 0.42 0.52 0.14
H 13.65163 -24.32902 -8.77881 0.50 -0.35 0.67
H 15.34952 -23.65303 -8.75727 -0.03 -0.22 -0.04
H 14.27093 -22.88520 -6.58680 0.40 -0.23 -0.17
H 14.09782 -20.39968 -7.12634 0.49 -0.21 0.48
H 14.08969 -20.77621 -8.76867 0.32 -0.25 -0.23
H 15.57414 -21.20676 -7.85687 0.05 0.29 0.09
H 12.15561 -23.23749 -7.04450 0.06 -0.06 -0.03
Cl 17.80867 -19.85836 -0.72282 0.82 0.21 0.61
C 16.59620 -20.40158 -1.84950 -0.83 -0.04 -0.76
C 17.03872 -21.70812 -2.48352 0.69 -0.47 0.10
Cl 15.81088 -22.51492 -3.53197 0.25 0.44 0.37
H 16.48529 -19.61126 -2.58960 -0.06 -0.14 -0.13
H 15.66444 -20.46346 -1.29270 -0.05 -0.33 -0.14
H 17.38723 -22.42028 -1.73625 -0.60 -0.08 0.20
H 17.93937 -21.58072 -3.08049 -0.23 0.40 -0.28
```
Forces are in eV/Å.

Summary:
Structure (SMILES)   CC(N)=O.CC(N)=O.CC(C)O.CC(C)O.CC(C)O.ClCCCl
Energy above the lowest of the compared OMol25 structures with the same formula, charge and spin   0.603 eV

Atomic partial charges in e from the natural (NBO) method, atoms 1 to 5: -0.716, 0.678, -0.841, -0.623, 0.243